Entry 1:
Computed, not measured: a cluster of 5 separate species, C16H25Cl16NO4 in total at a distorted geometry, with ωB97M-V/def2-TZVPD.

The geometry in ORCA input format:
```
! wB97M-V def2-TZVPD RIJCOSX def2/J DEFGRID3
* xyz 0 1
Cl -5.22927 0.30707 3.25699
O -0.75954 -3.32917 -1.67796
H 2.15592 2.68888 3.60929
Cl -4.78251 1.79267 -7.32992
H 1.15720 -3.84525 -0.77359
C 6.57402 2.55746 5.26767
H 2.68606 2.73054 -2.11162
Cl 6.61826 0.81075 5.58523
C -1.51760 -0.90120 -1.36594
C -0.80164 1.38984 -0.34823
H 3.00828 -0.47976 5.27750
H -2.49913 -1.16776 -1.87008
Cl -3.69200 -0.76848 -8.14396
C 0.43934 -4.13844 -1.60510
Cl -5.12720 -2.55156 -5.48854
C -5.20827 -2.76805 -3.72884
H 0.40121 0.93591 5.14787
H -0.21085 3.53154 1.30008
Cl -6.33472 -4.08612 -3.34412
H 3.34347 0.00335 3.01129
Cl -5.77226 -1.26459 -2.97269
Cl 5.19696 2.93103 4.21032
H 1.60185 3.63992 1.09769
H 0.96243 -4.22960 -2.61105
H -0.71002 0.66421 0.52658
O 0.83335 1.91402 2.10132
H -1.60768 -1.13381 -0.25850
H 1.59745 1.42663 -2.80988
H -2.12670 1.09515 -2.11247
C 0.72960 2.90790 1.05804
C -1.15641 0.61747 -1.71384
H 0.80305 -0.57306 5.69788
C -3.32969 0.77131 -7.33573
C 0.54489 2.25457 -0.41316
H 3.04391 1.37268 5.33390
H -1.67480 2.09676 -0.09645
O 1.72343 1.45299 -0.63788
C -0.07025 -5.64004 -1.24759
C 2.12099 1.93710 2.75398
Cl -3.59413 -3.16360 -3.10551
H 3.19796 0.96952 -2.03994
Cl -2.48866 -0.44083 2.67300
Cl -3.54872 2.06683 1.67642
C -0.43148 -1.95396 -1.93750
Cl -4.47235 -0.43340 0.55689
O 0.59033 -1.61750 -2.56209
H 1.49709 -0.23054 3.07217
H 0.16862 -5.92252 -0.16188
Cl 6.39684 3.43397 6.80172
H -1.21189 -5.72647 -1.35766
H 2.97046 2.11787 2.01960
C 2.29452 1.67224 -1.94073
C 2.35475 0.45796 3.36841
H 0.43031 -6.42155 -1.91416
C -3.93552 0.37426 2.04267
H 0.44413 3.13600 -1.13900
C 2.44117 0.47160 4.98512
H -0.38871 0.74090 -2.54056
Cl -2.82004 0.45679 -5.66335
Cl 8.08252 3.05351 4.47269
Cl -2.02430 1.60323 -8.20572
N 1.11592 0.40282 5.66091
*
```

- E: -227031.8512 eV
- Kohn-Sham gap: 9.10 eV
- Lowest unoccupied orbital energy: 0.086 eV
- SMILES: CCOC(=O)CCC[C@@H](COCCCN)OC.ClC(Cl)(Cl)Cl.ClC(Cl)(Cl)Cl.ClC(Cl)(Cl)Cl.ClC(Cl)(Cl)Cl

Entry 2:
Computed, not measured: an isolated molecule of C10H15N3O at a distorted geometry, with ωB97M-V/def2-TZVPD.

The geometry in ORCA input format:
```
! wB97M-V def2-TZVPD RIJCOSX def2/J DEFGRID3
* xyz 0 1
N 1.82589 2.27518 1.77011
H 2.55807 -1.02839 1.14461
H -0.10017 3.06755 1.70804
C 2.64114 1.13504 1.30298
H -3.44286 0.28344 -0.13234
N -1.01294 -0.41760 -0.31483
H 2.84652 1.25252 0.21143
H 1.97770 -1.93905 -0.31927
H -1.12601 -1.94704 -3.37892
H -1.15014 0.64083 1.57106
C -1.46091 -0.81408 -1.51071
H 2.05942 -0.41909 2.74439
C -0.78686 -1.69124 -2.38237
H 0.25220 2.12488 0.20756
H 1.01492 -2.81453 -2.49121
C 0.41294 2.13553 1.34305
N 0.64076 -0.28280 1.29620
H -4.15413 0.96830 -1.69633
C 1.00453 -1.67110 -0.71181
H 0.07251 0.90656 3.01761
H -2.64270 1.61062 -1.13408
C 1.99807 -0.22509 1.62382
C -3.24475 0.68867 -1.17786
C 0.44568 -2.14743 -1.87859
O -2.64287 -0.34162 -1.90025
H 2.17487 3.18040 1.36972
C 0.24667 -0.77518 0.05463
C -0.09475 0.80613 1.89944
H 3.65626 1.17504 1.74388
*
```

- E: -17130.3469 eV
- ΔE to the lowest compared entry with this formula, charge and spin: 0.0 kcal per mole
- Kohn-Sham gap: 8.63 eV
- Lowest unoccupied orbital energy: 0.943 eV
- SMILES: COc1cccc(N2CCNCC2)n1

Entry 3:
Computed, not measured: a structure of composition C8H11N2 at a distorted geometry, with ωB97M-V/def2-TZVPD.

The geometry in ORCA input format:
```
! wB97M-V def2-TZVPD RIJCOSX def2/J DEFGRID3
* xyz 1 1
H 1.75456 -2.28765 0.88305
N -2.32526 0.87919 -0.28802
C 1.67438 1.82013 0.63481
H -1.81489 -1.30871 0.86337
C 1.48144 -1.67544 -0.03082
H 0.16199 1.98652 -1.33395
C 2.43827 0.79338 0.40713
H -2.95397 0.90545 0.52037
C 0.04196 1.14209 -0.68142
N 0.69480 -0.07561 -0.99385
H -0.43413 -1.86743 -1.30030
H -2.50909 1.83427 -0.80546
H -2.52168 0.10319 -0.97774
H -1.04380 1.45119 1.13268
C -0.79188 -0.74699 0.66109
H -0.20068 -0.90912 1.62686
C 1.77348 -0.23829 -0.18010
H 1.96666 -2.17235 -0.96316
H 3.44411 0.86360 0.98879
C -0.91674 0.76027 0.29152
C 0.08045 -1.25769 -0.45486
*
```

- E: -11440.3246 eV
- ΔE to the lowest compared entry with this formula, charge and spin: 173.0 kcal per mole
- Kohn-Sham gap: 7.42 eV
- Lowest unoccupied orbital energy: -3.872 eV